Run P
The following is a DFT calculation (ωB97M-V/def2-TZVPD) of a molecular structure, C6H10O3.

Calculated values
HOMO energy in eV: -8.74
Frontier orbital gap in eV: 9.15

Element x y z (Å)
O  -1.521  1.709  0.256
O  -3.764  0.177  0.086
O  -2.756  -1.783  -0.137
C  1.236  1.034  0.095
C  2.563  0.318  -0.024
C  -1.087  0.450  0.069
C  -0.110  -0.348  -0.031
C  -2.658  -0.596  -0.005
C  0.275  -1.747  -0.203
H  -0.636  -2.346  -0.248
H  3.392  1.029  0.039
H  2.650  -0.203  -0.978
H  -3.489  1.099  0.202
H  1.144  1.531  1.063
H  1.102  1.746  -0.722
H  0.842  -1.887  -1.124
H  -0.768  2.316  0.257
H  0.889  -2.089  0.631
H  2.695  -0.412  0.774

---

Run Q
The following is a DFT calculation (ωB97M-V/def2-TZVPD) of C6H10O3 in the gas phase.

Calculated values
HOMO energy in eV: -9.45
Frontier orbital gap in eV: 10.15

Element x y z (Å)
O  1.233  1.500  1.390
O  -0.017  -0.594  -1.445
O  -1.205  0.439  0.419
C  1.136  1.011  0.083
C  -2.327  -0.415  0.454
C  -0.021  -0.023  -0.042
C  0.350  -1.364  -0.383
C  0.971  2.114  -0.968
C  0.440  -2.603  0.019
H  -3.230  0.211  0.683
H  0.763  -2.812  1.044
H  0.440  2.902  -0.482
H  0.420  1.641  -1.741
H  0.335  -3.331  -0.627
H  2.051  2.292  -1.129
H  -2.372  -1.121  -0.489
H  2.030  0.340  -0.208
H  1.365  0.764  2.060
H  -2.362  -0.949  1.363

---

Name the least stable of them. run Q.

---

Run P
The following is a DFT calculation (ωB97M-V/def2-TZVPD) of 2 unconnected molecules or ions with the total composition CH3ClFP.

Calculated values
HOMO energy (spin up / spin down) in eV: -8.97 / -9.15
Frontier orbital gap (spin up / spin down) in eV: 8.55 / 7.88

Element x y z (Å)
Cl  -2.772  -0.948  -0.041
P  0.659  -0.187  0.607
F  -3.320  1.466  0.848
C  -3.258  0.717  -0.203
H  -0.590  0.382  0.466
H  -2.661  1.122  -0.945
H  0.305  -0.616  1.985

---

Run Q
The following is a DFT calculation (ωB97M-V/def2-TZVPD) of 2 unconnected molecules or ions with the total composition CH3ClFP.

Calculated values
HOMO energy (spin up / spin down) in eV: -10.47 / -9.98
Frontier orbital gap (spin up / spin down) in eV: 8.06 / 7.52

Element x y z (Å)
Cl  2.063  -0.669  0.696
P  0.321  -1.215  -0.050
F  -0.909  -0.900  2.312
C  -0.274  0.452  -0.607
H  -0.925  0.166  -1.428
H  0.631  1.035  -0.887
H  -0.906  1.131  -0.037

---

Name the least stable of them. run P.

---

Run P
The following is a DFT calculation (ωB97M-V/def2-TZVPD) of C5H10N2O3 in the gas phase.

Calculated values
HOMO energy in eV: -10.06
Frontier orbital gap in eV: 10.70

Element x y z (Å)
O  -2.818  1.156  0.051
O  2.914  -0.530  -0.838
O  1.587  -1.740  0.530
N  1.664  1.773  -0.315
N  -3.204  -1.077  -0.238
C  -0.181  0.343  0.852
C  1.328  0.630  0.595
C  1.997  -0.657  0.116
C  -2.389  0.049  -0.259
C  -0.931  -0.225  -0.324
H  -2.745  -1.937  -0.534
H  -0.607  -1.301  -0.447
H  -0.598  0.413  -1.183
H  -0.245  -0.273  1.764
H  -0.653  1.295  1.154
H  -4.188  -0.948  -0.282
H  2.965  0.501  -0.943
H  0.943  1.823  -1.083
H  1.859  0.922  1.528
H  1.633  2.701  0.067

---

Run Q
The following is a DFT calculation (ωB97M-V/def2-TZVPD) of C5H10N2O3 in the gas phase.

Calculated values
HOMO energy (spin up / spin down) in eV: -9.17 / -9.17
Frontier orbital gap (spin up / spin down) in eV: 8.89 / 8.89

Element x y z (Å)
O  2.786  -1.681  -0.053
O  0.313  -0.353  1.840
O  1.337  1.457  -0.948
N  1.649  -1.534  0.376
N  -0.368  -0.049  -1.062
C  0.728  0.499  -0.558
C  -1.073  -1.213  -0.577
C  1.307  -0.264  0.884
C  -0.077  0.884  2.393
C  -0.985  0.585  -2.214
H  -1.062  -1.990  -1.345
H  -0.258  1.237  -2.696
H  -0.612  -1.607  0.322
H  -0.575  1.516  1.650
H  -1.312  -0.183  -2.915
H  0.783  1.425  2.801
H  2.148  0.384  1.177
H  -2.109  -0.939  -0.366
H  -1.849  1.182  -1.903
H  -0.772  0.644  3.196

---

Name the least stable of them. run Q.

---

Run P
The following is a DFT calculation (ωB97M-V/def2-TZVPD) of a gas-phase ion, C4H11N2S (charge -1).

Calculated values
HOMO energy in eV: -2.74
Charge: -1
Frontier orbital gap in eV: 6.88

Element x y z (Å)
S  -0.441  -1.626  -0.858
N  0.866  1.221  -0.295
N  -1.608  1.562  -0.776
C  -0.223  2.153  -0.608
C  0.579  0.779  1.111
C  1.019  -0.681  1.381
C  0.225  -1.887  0.862
H  1.130  -0.927  2.454
H  -0.474  0.851  1.430
H  -1.586  0.543  -0.688
H  0.562  0.350  -0.781
H  0.918  -2.697  0.659
H  -0.582  -2.290  1.486
H  -0.009  2.628  -1.568
H  -1.775  1.707  -1.765
H  1.119  1.447  1.782
H  -0.356  2.930  0.143
H  1.991  -0.708  0.863

---

Run Q
The following is a DFT calculation (ωB97M-V/def2-TZVPD) of a gas-phase ion, C4H11N2S (charge -1).

Calculated values
HOMO energy in eV: -2.58
Charge: -1
Frontier orbital gap in eV: 6.53

Element x y z (Å)
S  -0.705  1.799  -2.380
N  0.895  -0.954  1.161
N  1.001  1.504  0.599
C  -0.463  -0.629  -1.030
C  -0.295  -1.333  0.312
C  -1.404  0.523  -1.268
C  0.785  0.420  1.622
H  -0.588  -1.261  -1.860
H  0.519  1.405  -0.267
H  1.769  -1.030  0.475
H  -1.104  -1.354  1.133
H  -1.616  0.956  -0.273
H  -2.353  0.143  -1.744
H  -0.215  0.419  2.001
H  0.504  -0.119  -1.343
H  1.934  1.323  0.356
H  1.513  0.605  2.425
H  -0.175  -2.417  0.082

---

Run R
The following is a DFT calculation (ωB97M-V/def2-TZVPD) of a gas-phase ion, C4H11N2S (charge -1).

Calculated values
HOMO energy in eV: -2.26
Charge: -1
Frontier orbital gap in eV: 5.69

Element x y z (Å)
S  1.429  -2.501  -0.021
N  -2.216  2.536  0.772
N  -1.157  0.690  -0.337
C  0.119  -1.338  0.244
C  -0.920  1.997  0.308
C  1.363  0.744  -0.593
C  0.059  -0.120  -0.709
H  -0.214  1.777  1.131
H  -0.817  -1.943  0.519
H  0.101  -0.513  -1.740
H  1.629  1.173  0.369
H  1.251  1.595  -1.277
H  0.199  -0.816  1.248
H  -2.474  2.276  1.710
H  2.117  0.056  -1.049
H  -2.356  3.519  0.599
H  -0.495  2.695  -0.385
H  -1.548  0.177  0.453

---

Name the least stable of them. run Q.